Record 1
{
  "formula": "C3H7O3",
  "method": "ωB97M-V/def2-TZVPD",
  "species": ["C", "C", "O", "O", "H", "H", "H", "C", "O", "H", "H", "H", "H"],
  "coordinates": [[0.6490, 0.5389, -1.4792], [0.7281, 1.0735, -0.0530], [-0.3977, 1.2196, 0.5439], [1.8301, 1.2603, 0.4893], [-0.4100, 0.3636, -1.6499], [1.2228, -0.3747, -1.5893], [0.9295, 1.3170, -2.1920], [-0.6685, -2.0313, 0.4665], [-1.9322, -1.4426, 0.2063], [-1.8244, -0.4976, 0.3168], [-0.4898, -2.0440, 1.5407], [0.1023, -1.6030, -0.1643], [-0.7949, -3.0764, 0.1528]],
  "mol_weight_g_mol": 91.1,
  "multiplicity": 1,
  "e_lumo_ev": 4.1,
  "total_energy_ha": -344.2767,
  "orbital_gap_ev": 8.062,
  "charge": -1,
  "e_above_lowest_kcal_mol": 21.06
}

=====

Record 2
{
  "formula": "CH2Cl2FNS",
  "method": "ωB97M-V/def2-TZVPD",
  "species": ["N", "S", "C", "F", "Cl", "Cl", "H", "H"],
  "coordinates": [[0.6782, 1.3116, -0.1029], [1.3317, 0.1001, -0.8983], [2.9579, -0.2357, 0.1724], [2.4481, -0.5157, 1.3854], [3.8792, 1.3028, 0.3045], [3.6915, -1.5736, -0.5509], [0.6700, 2.1965, -0.6336], [0.0191, 1.1907, 0.6289]],
  "mol_weight_g_mol": 150.0,
  "multiplicity": 1,
  "e_lumo_ev": 0.6,
  "total_energy_ha": -1512.4660,
  "orbital_gap_ev": 9.819,
  "smiles": "NSC(F)(Cl)Cl",
  "e_above_lowest_kcal_mol": 3.14
}

=====

Record 3
{
  "formula": "H2OS2",
  "method": "ωB97M-V/def2-TZVPD",
  "species": ["O", "S", "S", "H", "H"],
  "coordinates": [[-1.4545, 0.1199, 0.4727], [2.0929, -0.6481, -0.0306], [-1.0213, -1.0615, -0.5466], [-1.9222, 0.8206, 0.0022], [2.3053, 0.7691, 0.1023]],
  "mol_weight_g_mol": 82.1,
  "multiplicity": 1,
  "e_lumo_ev": [-3.1, -3.1],
  "total_energy_ha": -872.6733,
  "orbital_gap_ev": [6.074, 6.067],
  "e_above_lowest_kcal_mol": 69.12
}

=====

Which formula does entry 2 have? CH2Cl2FNS

=====

What is the formula in the third record? H2OS2